Density functional theory data (ωB97M-V with the def2-TZVPD basis set) for 10 unconnected molecules or ions with the total composition C4H28N2O10 at a distorted geometry.

Structure (ORCA input):
```
! wB97M-V def2-TZVPD RIJCOSX def2/J DEFGRID3
* xyz 0 1
N 0.799 0.257 2.729
C -0.405 0.964 3.097
C -1.265 1.545 2.062
N -1.331 0.813 0.798
C -2.479 1.252 0.019
C -0.095 0.255 -0.045
O -2.199 2.302 2.273
H 1.658 0.612 2.325
H 0.676 -0.680 2.496
H -1.161 0.401 3.748
H -0.235 1.890 3.903
H -3.020 2.188 -0.059
H -3.223 0.480 0.283
H -2.199 1.212 -1.149
H -0.278 0.004 -1.045
H 0.808 0.981 -0.156
H 0.029 -0.751 0.524
H 1.219 -4.627 -0.461
H 0.152 -3.571 0.056
O 0.317 -4.400 -0.511
H 1.278 1.189 -4.388
H 2.203 1.288 -3.299
O 1.911 1.882 -4.034
H 3.428 1.679 0.984
H 2.006 2.359 0.925
O 2.460 1.446 0.888
H 2.776 -1.517 1.694
H 2.625 -1.634 0.176
O 2.814 -2.207 0.936
H -0.458 0.785 -4.341
H -0.989 -0.297 -3.496
O -0.215 -0.078 -4.044
H -1.615 -3.910 1.610
H -1.252 -2.494 2.116
O -1.128 -3.104 1.444
H -2.623 -0.721 -1.914
H -2.850 0.032 -3.075
O -2.305 -0.788 -2.846
H 0.444 3.291 2.237
H 0.467 4.136 1.036
O 1.041 3.601 1.587
H 0.450 -2.331 -1.153
H 0.960 -2.013 -2.379
O 0.803 -1.720 -1.549
*
```

As for the HOMO energy: -9.05 eV. For the total energy, the calculation gives -28053.1874 eV. The calculation puts the HOMO-LUMO gap at 9.1379 eV. Its SMILES is CN(C)C(=O)CN.O.O.O.O.O.O.O.O.O.


Density functional theory data (ωB97M-V with the def2-TZVPD basis set) for 10 unconnected molecules or ions with the total composition C4H28N4O11 at a distorted geometry.

Structure (ORCA input):
```
! wB97M-V def2-TZVPD RIJCOSX def2/J DEFGRID3
* xyz 0 1
C 1.269 -1.356 -2.630
O 1.975 -1.820 -3.520
N 0.861 -0.049 -2.556
N 0.835 -2.108 -1.569
H 0.214 0.158 -1.816
H 1.088 0.701 -3.181
H 0.209 -1.783 -0.851
H 1.030 -3.091 -1.583
C 3.037 3.088 -2.149
O 2.135 2.826 -2.946
N 4.296 3.448 -2.568
N 2.840 3.061 -0.804
H 4.459 3.216 -3.534
H 5.009 3.275 -1.882
H 3.561 3.221 -0.125
H 2.024 2.579 -0.462
C 0.111 -3.185 3.462
C -0.951 -3.143 2.385
O -0.788 -1.973 1.588
O -0.204 -4.184 4.416
H 0.119 -2.199 3.947
H 1.090 -3.299 2.987
H -1.966 -3.263 2.775
H -0.825 -4.029 1.746
H -1.430 -2.103 0.861
H 0.594 -4.322 4.933
O 0.168 3.047 1.394
H -0.518 3.096 2.066
H 0.976 2.903 1.898
O -3.146 1.087 1.660
H -3.225 1.512 2.523
H -3.554 1.710 1.046
O -0.948 0.415 -0.255
H -1.591 0.365 0.464
H -0.568 1.316 -0.209
O -0.721 0.250 3.226
H -1.425 0.818 2.899
H -0.812 -0.573 2.691
O -2.209 0.151 -3.027
H -1.815 0.280 -2.151
H -2.018 -0.768 -3.240
O -2.632 -2.471 -0.398
H -2.943 -3.182 -0.968
H -3.044 -1.670 -0.746
O -0.292 2.749 -1.553
H 0.603 2.726 -1.949
H -0.879 2.576 -2.299
*
```

As for the HOMO energy: -9.19 eV. For the total energy, the calculation gives -33087.4951 eV. The calculation puts the HOMO-LUMO gap at 9.1061 eV. Its SMILES is NC(N)=O.NC(N)=O.OCCO.O.O.O.O.O.O.O.


Density functional theory data (ωB97M-V with the def2-TZVPD basis set) for 10 unconnected molecules or ions with the total composition C4H28NO10 at a distorted geometry.

Structure (ORCA input):
```
! wB97M-V def2-TZVPD RIJCOSX def2/J DEFGRID3
* xyz 1 1
O 0.647 -0.232 -0.695
C -0.244 -0.291 0.121
C 0.300 -0.278 1.620
C -0.728 0.050 2.648
C -1.809 -1.133 2.875
N 1.436 0.738 1.586
H -1.293 -0.269 -0.141
H 0.643 -1.341 1.749
H -1.219 1.045 2.371
H -0.021 0.270 3.528
H -2.814 -0.706 2.465
H -1.470 -2.034 2.429
H -1.935 -1.524 3.950
H 2.290 0.103 1.751
H 1.475 1.429 2.252
H 1.544 1.219 0.657
H -0.551 -3.291 0.534
H -1.773 -2.159 0.295
O -0.812 -2.357 0.406
H 0.371 3.454 1.763
H 0.151 3.642 3.420
O 0.292 3.039 2.697
H 4.205 -1.575 0.054
H 3.447 -2.497 -0.716
O 3.390 -1.640 -0.357
H -4.613 -1.693 -0.920
H -3.282 -1.153 -1.535
O -3.646 -1.734 -0.731
H 0.176 -0.380 -4.793
H -0.029 -1.561 -3.683
O -0.506 -0.794 -4.258
H 2.162 3.151 -0.697
H 3.667 3.035 -0.143
O 2.670 2.659 -0.119
H -0.880 3.218 -0.483
H -1.389 2.900 0.910
O -0.592 2.942 0.330
H 0.720 -2.441 -1.901
H 1.299 -1.103 -2.313
O 1.151 -2.074 -2.573
H -1.177 -0.011 -2.855
H -1.905 1.352 -2.766
O -1.712 0.649 -2.184
*
```

As for the HOMO energy: -12.74 eV. For the total energy, the calculation gives -26559.3251 eV. The calculation puts the HOMO-LUMO gap at 10.1517 eV.